[1]
Here is 5 unconnected molecules or ions with the total composition C18H44N2O5 at a distorted geometry from the OMol25 dataset. Energies are from wB97M-V/def2-TZVPD.

The spin multiplicity is 2. As for the HOMO-LUMO gap (spin up / spin down): 7.261 / 3.156 eV. Its net charge is +1. The HOMO energy (spin up / spin down) is -10.16 / -10.16 eV. For the largest force on an atom, the calculation gives 0.0814 hartree/bohr. As for the expectation value of S²: 0.754. The value obtained for the total energy is -32585.44239 eV. The LUMO energy (spin up / spin down) comes out at -2.9 / -7.0 eV.

Cartesian coordinates (Å):
O: 0.03 3.08 2.33
H: -0.63 2.40 2.49
H: 0.26 2.99 1.41
O: -2.24 1.30 2.62
H: -3.04 1.48 3.10
H: -2.01 0.40 2.84
O: -0.22 1.17 0.12
H: -0.14 0.45 -0.50
H: -1.12 1.12 0.44
C: -1.24 -2.07 -5.99
C: -0.84 -0.54 -5.70
C: -1.64 0.20 -6.91
C: -1.77 1.71 -6.81
C: -2.49 2.03 -5.51
C: -1.79 1.42 -4.20
N: -1.42 -0.03 -4.40
O: -0.65 -0.50 -3.42
C: -0.57 2.36 -3.98
C: -2.74 1.66 -3.00
C: 0.68 -0.21 -5.88
H: -1.35 -2.43 -4.96
H: -0.51 -2.70 -6.49
H: -2.25 -2.30 -6.31
H: -1.09 0.02 -7.84
H: -2.63 -0.22 -7.12
H: -2.40 2.10 -7.61
H: -0.79 2.16 -6.97
H: -3.47 1.58 -5.64
H: -2.67 3.10 -5.37
H: 0.05 2.47 -4.87
H: -0.78 3.43 -3.88
H: 0.04 2.07 -3.13
H: -3.32 2.57 -3.13
H: -3.36 0.78 -2.79
H: -2.21 1.88 -2.07
H: 1.00 0.83 -5.90
H: 0.96 -0.72 -6.80
H: 1.32 -0.69 -5.13
H: 0.17 0.00 -3.49
C: 0.69 -2.19 7.04
C: 1.24 -1.25 5.97
C: 2.72 -1.25 6.14
C: 3.59 -0.89 4.97
C: 3.13 -1.38 3.55
C: 1.64 -1.25 3.45
N: 0.88 -1.72 4.56
O: -0.47 -1.82 4.40
C: 1.09 0.12 2.94
C: 1.28 -2.10 2.22
C: 0.70 0.16 6.23
H: -0.40 -2.22 6.96
H: 1.02 -1.78 8.00
H: 1.14 -3.18 6.98
H: 3.10 -0.69 7.00
H: 3.01 -2.24 6.49
H: 4.61 -1.24 5.17
H: 3.62 0.20 4.97
H: 3.49 -2.40 3.44
H: 3.70 -0.73 2.88
H: 0.00 0.19 2.94
H: 1.37 1.04 3.43
H: 1.34 0.35 1.90
H: 1.50 -3.16 2.35
H: 0.24 -2.10 1.92
H: 1.78 -1.75 1.32
H: -0.32 0.36 5.90
H: 1.18 0.96 5.67
H: 0.60 0.39 7.28
H: -0.61 -2.77 4.34


[2]
Here is 2 unconnected molecules or ions with the total composition C5H14N2O at a distorted geometry from the OMol25 dataset. Energies are from wB97M-V/def2-TZVPD.

As for the HOMO-LUMO gap: 9.853 eV. The HOMO energy is -8.89 eV. For the largest force on an atom, the calculation gives 0.0335 hartree/bohr. Its energy above the lowest of the compared OMol25 structures with the same formula, charge and spin is 224.1 kJ/mol. The value obtained for the total energy is -10438.70577 eV. As for the structure (SMILES): C[C@H](N)[C@@H](N)O.C=C. The LUMO energy comes out at 1.0 eV.

Cartesian coordinates (Å):
C: 1.34 1.40 0.11
C: -0.02 -0.44 -1.03
C: 0.86 -0.05 0.18
N: 0.35 0.30 -2.23
N: 1.95 -1.01 0.28
O: 0.05 -1.80 -1.29
H: 0.88 -2.12 -0.89
H: 0.08 -0.24 -3.04
H: -0.13 1.19 -2.27
H: 2.65 -0.80 -0.43
H: 2.40 -0.95 1.19
H: 1.93 1.56 -0.79
H: 1.94 1.64 0.99
H: 0.49 2.08 0.09
C: -2.63 -0.16 0.88
C: -1.93 0.05 1.99
H: -1.09 -0.23 -0.71
H: -3.09 0.65 0.34
H: -2.93 -1.16 0.59
H: -1.74 1.04 2.36
H: -1.58 -0.77 2.60
H: 0.23 -0.18 1.07


[3]
Here is 2 unconnected molecules or ions with the total composition CH4O4P at a distorted geometry from the OMol25 dataset. Energies are from wB97M-V/def2-TZVPD.

The spin multiplicity is 3. As for the HOMO-LUMO gap (spin up / spin down): 4.572 / 7.123 eV. Its net charge is -1. The HOMO energy (spin up / spin down) is -0.56 / -5.93 eV. For the largest force on an atom, the calculation gives 0.0759 hartree/bohr. As for the expectation value of S²: 2.005. The value obtained for the total energy is -18577.50297 eV. The LUMO energy (spin up / spin down) comes out at 4.0 / 1.2 eV.

Cartesian coordinates (Å):
C: -0.50 0.10 -0.44
O: 1.67 -1.65 -0.15
O: 2.06 0.97 -0.73
O: -0.86 -1.12 -1.10
O: -0.92 1.24 -1.09
P: 1.34 -0.15 0.00
H: -1.22 -0.02 0.85
H: -0.16 -1.75 -0.71
H: -0.09 1.83 -1.33
H: 1.60 0.26 1.27


[4]
Here is a molecular structure, C30H19IMnN5O6 from the OMol25 dataset. Energies are from wB97M-V/def2-TZVPD.

The spin multiplicity is 4. As for the HOMO-LUMO gap (spin up / spin down): 6.690 / 6.634 eV. Its net charge is +1. The HOMO energy (spin up / spin down) is -11.55 / -11.67 eV. For the largest force on an atom, the calculation gives 0.0100 hartree/bohr. As for the expectation value of S²: 3.845. Its energy above the lowest of the compared OMol25 structures with the same formula, charge and spin is 0.0 kJ/mol. The value obtained for the total energy is -90570.25230 eV. The LUMO energy (spin up / spin down) comes out at -4.9 / -5.0 eV.

Cartesian coordinates (Å):
Mn: 0.17 0.21 0.07
O: 3.31 2.51 0.30
C: 2.19 2.10 0.21
O: 1.88 0.83 -0.05
C: 0.98 2.98 0.36
C: 1.12 4.35 0.58
C: -0.01 5.10 0.71
C: -1.28 4.49 0.59
C: -2.48 5.23 0.68
C: -3.68 4.61 0.52
C: -3.74 3.23 0.24
C: -2.60 2.48 0.15
C: -1.34 3.09 0.34
N: -0.18 2.36 0.26
H: 2.12 4.76 0.65
H: 0.05 6.16 0.89
H: -2.42 6.29 0.88
H: -4.60 5.18 0.60
H: -4.70 2.76 0.10
H: -2.65 1.43 -0.08
C: 2.37 0.62 3.10
C: 0.98 0.11 3.11
N: 0.17 -0.01 2.07
C: -1.01 -0.55 2.51
C: -0.94 -0.75 3.84
N: 0.33 -0.34 4.19
C: -1.86 -1.30 4.87
O: -3.07 -1.64 4.46
O: -1.48 -1.37 6.01
C: -2.04 -0.79 1.48
O: -3.12 -1.28 1.72
O: -1.63 -0.40 0.29
H: 2.92 0.21 2.25
H: 2.89 0.36 4.02
H: 2.38 1.71 3.01
H: 0.67 -0.38 5.15
H: -3.21 -1.49 3.50
N: 4.05 -7.99 -3.62
C: 3.59 -7.07 -3.10
C: 3.01 -5.92 -2.46
C: 3.78 -4.77 -2.28
C: 3.21 -3.66 -1.68
C: 1.88 -3.70 -1.26
C: 1.12 -4.85 -1.43
C: 1.68 -5.96 -2.03
C: 1.30 -2.53 -0.68
C: 0.81 -1.54 -0.17
H: 4.81 -4.76 -2.60
H: 3.80 -2.77 -1.53
H: 0.09 -4.88 -1.10
H: 1.10 -6.87 -2.17
I: -2.86 -2.07 -4.40
C: -1.65 -0.54 -3.70
C: -1.42 0.61 -4.44
C: -0.58 1.58 -3.92
C: -0.04 1.40 -2.66
N: -0.29 0.30 -1.94
C: -1.07 -0.66 -2.45
H: -1.87 0.74 -5.42
H: -0.35 2.48 -4.47
H: 0.63 2.13 -2.23
H: -1.22 -1.54 -1.84